Record 1
Here is an isolated molecule of C22H16Cl2N4O3 from OMol25. Energies are from the ωB97M-V functional and the def2-TZVPD basis.

As for the energy above the lowest of the compared OMol25 structures with the same formula, charge and spin: 0.0 kJ/mol. As for the multiplicity: 1. As for the SMILES: C[C@H](Oc1ccc(Cl)cc1Cl)c1nc(-c2ccc(NC(=O)c3ccccn3)cc2)no1.

Each line ends with the Löwdin charge.
Cartesian coordinates (Å):
C1 0.656 -6.067 0.080  0.005
C2 -0.634 -5.269 -0.116  -0.295
O1 -0.783 -5.068 -1.502  -0.038
C3 -1.833 -4.343 -1.963  -0.287
C4 -2.906 -3.892 -1.203  -0.003
C5 -3.935 -3.169 -1.783  -0.093
C6 -3.903 -2.893 -3.138  -0.682
Cl1 -5.182 -1.993 -3.865  0.677
C7 -2.849 -3.335 -3.924  -0.122
C8 -1.826 -4.052 -3.334  -0.582
Cl2 -0.511 -4.611 -4.287  0.738
C9 -0.530 -3.971 0.616  -0.321
N1 -0.115 -2.836 0.160  0.244
C10 -0.193 -2.012 1.255  -0.288
C11 0.181 -0.618 1.218  -0.172
C12 0.606 -0.041 0.022  -0.006
C13 0.973 1.287 -0.023  0.007
C14 0.920 2.063 1.135  -0.209
N2 1.280 3.403 1.157  0.132
C15 1.727 4.200 0.151  -0.403
O2 1.900 3.874 -1.005  0.081
C16 1.998 5.592 0.640  -0.187
C17 2.462 6.561 -0.243  0.008
C18 2.704 7.835 0.243  -0.052
C19 2.473 8.090 1.586  -0.054
C20 2.009 7.053 2.385  -0.128
N3 1.777 5.837 1.930  0.099
C21 0.491 1.484 2.334  -0.012
C22 0.125 0.159 2.377  -0.019
N4 -0.635 -2.638 2.317  0.139
O3 -0.863 -3.919 1.912  0.048
H1 0.816 -6.264 1.137  0.091
H2 0.580 -7.007 -0.458  0.089
H3 1.493 -5.500 -0.318  0.097
H4 -1.487 -5.835 0.293  0.166
H5 -2.957 -4.098 -0.146  0.116
H6 -4.758 -2.824 -1.179  0.109
H7 -2.820 -3.123 -4.980  0.107
H8 0.643 -0.652 -0.866  0.113
H9 1.302 1.735 -0.946  0.101
H10 1.210 3.887 2.049  0.123
H11 2.621 6.295 -1.277  0.118
H12 3.064 8.614 -0.411  0.109
H13 2.648 9.067 2.007  0.103
H14 1.814 7.201 3.440  0.109
H15 0.451 2.088 3.229  0.113
H16 -0.206 -0.298 3.296  0.112

---

Record 2
Here is a structure of composition C22H16Cl3F5N3OPdS2 from OMol25. Energies are from the ωB97M-V functional and the def2-TZVPD basis.

As for the energy above the lowest of the compared OMol25 structures with the same formula, charge and spin: 18.6 kJ/mol. As for the multiplicity: 1. As for the charge: +1.

Each line ends with the Löwdin charge.
Cartesian coordinates (Å):
Pd1 -0.521 0.294 -0.957  0.703
F1 5.604 2.892 0.485  0.159
C1 4.296 2.747 0.357  -0.130
C2 3.770 1.549 -0.087  -0.141
F2 4.562 0.526 -0.380  0.147
C3 2.398 1.429 -0.207  -0.211
F3 1.894 0.218 -0.600  0.006
C4 1.518 2.440 0.090  -0.470
S1 -0.245 2.357 -0.175  0.700
C5 2.070 3.626 0.545  -0.238
F4 1.270 4.652 0.845  0.089
C6 3.440 3.791 0.676  -0.130
F5 3.930 4.945 1.101  0.154
Cl1 -6.023 3.337 -5.328  0.705
C7 -5.758 3.303 -3.622  -0.662
C8 -4.496 3.570 -3.117  -0.086
C9 -4.308 3.539 -1.746  -0.019
C10 -5.345 3.243 -0.865  -0.191
C11 -5.040 3.222 0.615  -0.314
C12 -5.153 1.815 1.227  -0.040
N1 -4.228 0.921 0.536  -0.038
C13 -4.564 0.000 -0.424  -0.010
C14 -3.398 -0.489 -0.917  -0.102
N2 -2.357 0.126 -0.258  -0.121
C15 -2.899 0.988 0.601  -0.169
O1 -5.861 4.116 1.321  -0.118
C16 -5.170 4.959 2.246  -0.134
C17 -4.066 5.739 1.595  -0.342
C18 -4.241 6.580 0.533  -0.971
Cl2 -5.719 6.966 -0.232  0.708
S2 -2.763 7.250 -0.031  1.021
C19 -1.879 6.413 1.173  -0.404
C20 -2.691 5.652 1.955  -0.150
C21 -6.601 2.983 -1.409  -0.570
Cl3 -7.955 2.604 -0.395  0.769
C22 -6.818 3.012 -2.778  -0.116
H1 -3.684 3.813 -3.787  0.111
H2 -3.329 3.773 -1.341  0.117
H3 -3.990 3.528 0.695  0.130
H4 -6.155 1.411 1.105  0.101
H5 -4.918 1.843 2.290  0.145
H6 -5.589 -0.220 -0.664  0.141
H7 -3.248 -1.244 -1.666  0.102
H8 -2.357 1.628 1.275  0.107
H9 -4.760 4.371 3.076  0.129
H10 -5.942 5.614 2.649  0.138
H11 -0.812 6.534 1.243  0.063
H12 -2.331 5.054 2.781  0.115
H13 -7.801 2.813 -3.178  0.111
N3 -0.490 -1.464 -2.215  -0.006
H14 0.448 -1.578 -2.594  0.073
H15 -1.124 -1.381 -3.004  0.066
H16 -0.716 -2.334 -1.739  0.072

---

Record 3
Here is a structure of composition C22H16ClMnN5O5 from OMol25. Energies are from the ωB97M-V functional and the def2-TZVPD basis.

As for the energy above the lowest of the compared OMol25 structures with the same formula, charge and spin: 0.0 kJ/mol. As for the multiplicity: 4.

Each line ends with the Löwdin charge.
Cartesian coordinates (Å):
Mn1 -0.209 -0.065 -0.024  0.997
C1 0.641 -0.092 -4.138  0.000
C2 0.925 -0.048 -2.666  -0.386
O1 -0.123 -0.056 -1.912  -0.083
C3 2.221 -0.013 -2.204  -0.001
C4 2.571 -0.019 -0.840  -0.272
C5 4.015 -0.022 -0.445  -0.013
N1 1.665 -0.033 0.106  -0.061
N2 2.112 -0.062 1.441  0.135
C6 1.112 -0.016 2.242  -0.376
O2 -0.148 0.051 1.808  -0.110
C7 1.329 -0.006 3.701  -0.146
C8 0.241 -0.029 4.565  -0.016
C9 0.450 -0.020 5.938  -0.073
C10 1.741 0.011 6.444  -0.084
C11 2.829 0.032 5.579  -0.078
C12 2.626 0.023 4.210  -0.027
H1 -0.431 -0.079 -4.311  0.087
H2 1.064 -1.000 -4.570  0.095
H3 1.102 0.760 -4.638  0.091
H4 3.021 -0.013 -2.929  0.114
H5 4.648 -0.030 -1.329  0.079
H6 4.228 -0.894 0.172  0.092
H7 4.238 0.854 0.163  0.091
H8 -0.760 -0.061 4.158  0.117
H9 -0.398 -0.041 6.611  0.104
H10 1.903 0.017 7.515  0.102
H11 3.836 0.055 5.972  0.103
H12 3.462 0.037 3.525  0.109
Cl1 -6.065 4.223 -0.025  0.665
C13 -4.847 2.984 -0.029  -0.666
C14 -5.244 1.631 -0.022  -0.070
C15 -4.321 0.624 -0.025  0.024
C16 -2.937 0.914 -0.034  -0.282
O3 -2.099 -0.074 -0.032  -0.089
C17 -2.550 2.275 -0.042  -0.115
C18 -1.188 2.658 -0.072  -0.104
O4 -0.196 1.906 -0.093  -0.025
C19 -3.527 3.302 -0.039  -0.054
H13 -6.301 1.397 -0.013  0.113
H14 -4.620 -0.415 -0.015  0.128
H15 -0.970 3.731 -0.082  0.148
H16 -3.211 4.338 -0.044  0.119
O5 -0.159 -1.910 -0.029  -0.202
N3 -0.962 -2.553 0.800  0.069
C20 -0.890 -3.826 0.658  -0.278
C21 -1.728 -4.637 1.506  -0.160
N4 -2.386 -5.302 2.172  0.166
C22 -0.021 -4.462 -0.308  -0.155
N5 0.662 -4.973 -1.075  0.180

---

Record 4
Here is a structure of composition C22H16F6N4P2Tc from OMol25. Energies are from the ωB97M-V functional and the def2-TZVPD basis.

As for the energy above the lowest of the compared OMol25 structures with the same formula, charge and spin: 0.6 kJ/mol. As for the multiplicity: 3. As for the charge: +3.

Each line ends with the Löwdin charge.
Cartesian coordinates (Å):
Tc1 -0.103 -0.155 0.424  1.363
N1 1.429 -1.477 1.270  -0.034
C1 1.028 -2.870 1.558  -0.284
C2 1.923 -3.726 2.170  0.011
C3 1.522 -5.020 2.480  0.007
C4 0.231 -5.450 2.195  -0.010
C5 -0.665 -4.590 1.582  -0.040
C6 -0.263 -3.295 1.245  -0.318
P1 -1.363 -2.146 0.430  1.043
C7 -1.428 -2.600 -1.362  -0.211
C8 -2.305 -1.854 -2.194  -0.016
C9 -1.982 -1.709 -3.503  0.083
C10 -0.740 -2.313 -4.040  -0.155
C11 -0.157 -3.396 -3.215  0.081
C12 -0.491 -3.514 -1.906  -0.002
C13 -3.046 -2.180 0.976  -0.371
C14 -3.884 -3.209 0.521  -0.085
C15 -5.183 -3.283 0.991  -0.023
C16 -5.644 -2.338 1.903  -0.002
C17 -4.814 -1.317 2.349  -0.022
C18 -3.511 -1.231 1.889  -0.067
H1 2.281 -1.498 0.707  0.127
H2 1.718 -1.059 2.159  0.126
H3 2.924 -3.394 2.419  0.139
H4 2.220 -5.691 2.963  0.138
H5 -0.078 -6.452 2.459  0.135
H6 -1.678 -4.919 1.382  0.120
H7 -3.144 -1.322 -1.761  0.144
H8 -2.549 -1.046 -4.150  0.161
H9 -0.845 -2.609 -5.091  0.202
H10 0.628 -4.007 -3.652  0.160
H11 0.014 -4.224 -1.262  0.135
H12 -3.533 -3.952 -0.188  0.116
H13 -5.837 -4.073 0.649  0.131
H14 -6.661 -2.399 2.266  0.134
H15 -5.187 -0.587 3.055  0.129
H16 -2.864 -0.437 2.232  0.076
F1 -1.417 0.992 -0.176  -0.446
P2 -0.729 2.140 3.166  0.443
F2 -0.218 1.418 4.387  0.052
F3 0.265 2.497 2.067  0.000
F4 -0.852 3.530 3.764  0.040
F5 -0.539 0.393 2.391  -0.411
F6 -2.176 1.942 2.780  0.035
N2 0.487 -0.483 -1.546  0.119
C19 0.504 -0.644 -2.677  -0.005
C20 0.375 -1.116 -4.081  -0.284
C21 -0.115 -0.023 -4.930  -0.125
N3 -0.567 0.834 -5.543  0.296
C22 1.666 -1.652 -4.532  -0.130
N4 2.688 -2.067 -4.845  0.293

---

Record 5
Here is a structure of composition C22H16IN4O5RhS from OMol25. Energies are from the ωB97M-V functional and the def2-TZVPD basis.

As for the energy above the lowest of the compared OMol25 structures with the same formula, charge and spin: 286.9 kJ/mol. As for the multiplicity: 5. As for the charge: +2.

Each line ends with the Löwdin charge.
Cartesian coordinates (Å):
Rh1 -0.303 -0.190 0.529  1.192
N1 3.432 0.788 1.816  0.217
C1 3.853 0.606 0.506  -0.158
C2 5.077 0.781 -0.124  0.013
C3 5.122 0.506 -1.477  -0.048
C4 3.989 0.073 -2.182  -0.055
C5 2.775 -0.107 -1.554  -0.005
C6 2.719 0.166 -0.189  -0.211
N2 1.673 0.083 0.706  -0.033
C7 2.134 0.472 1.892  -0.314
C8 1.250 0.487 3.036  -0.350
C9 1.448 0.845 4.336  -0.295
S1 0.013 0.635 5.231  1.134
C10 -0.790 0.094 3.822  -0.392
N3 -0.030 0.059 2.771  -0.052
H1 4.015 1.105 2.574  0.185
H2 5.955 1.115 0.411  0.125
H3 6.056 0.627 -2.007  0.119
H4 4.076 -0.123 -3.242  0.117
H5 1.894 -0.444 -2.085  0.109
H6 2.345 1.213 4.809  0.095
H7 -1.830 -0.201 3.814  0.102
O1 -2.936 4.552 -1.477  0.252
C11 -3.110 3.320 -1.755  -0.192
C12 -4.183 2.970 -2.624  0.091
C13 -4.375 1.639 -2.981  0.001
C14 -3.600 0.626 -2.469  0.072
C15 -2.547 0.877 -1.438  -0.240
C16 -2.227 2.316 -1.254  0.108
C17 -1.062 2.725 -0.395  -0.515
O2 -0.947 3.929 -0.160  0.115
O3 -0.285 1.813 0.020  -0.082
H8 -2.102 4.624 -0.904  0.113
H9 -4.816 3.767 -2.990  0.148
H10 -5.157 1.405 -3.691  0.138
H11 -3.765 -0.401 -2.764  0.134
H12 -1.634 0.305 -1.642  0.144
O4 -2.210 -0.187 0.688  -0.212
O5 -3.098 0.378 -0.176  -0.040
I1 1.984 -2.940 2.278  1.078
C18 0.376 -3.341 0.991  -0.708
C19 0.146 -4.692 0.768  -0.124
C20 -0.911 -5.087 -0.029  -0.010
C21 -1.710 -4.101 -0.584  -0.021
C22 -1.413 -2.784 -0.321  -0.120
N4 -0.387 -2.373 0.457  -0.074
H13 0.794 -5.425 1.226  0.099
H14 -1.100 -6.137 -0.204  0.133
H15 -2.557 -4.342 -1.210  0.125
H16 -2.041 -2.024 -0.755  0.092

---

Record 6
Here is a structure of composition C22H16N3O3W from OMol25. Energies are from the ωB97M-V functional and the def2-TZVPD basis.

As for the energy above the lowest of the compared OMol25 structures with the same formula, charge and spin: 0.0 kJ/mol. As for the multiplicity: 1. As for the charge: +3.

Each line ends with the Löwdin charge.
Cartesian coordinates (Å):
W1 -0.354 -0.185 0.130  1.888
C1 4.024 0.196 -0.421  0.027
C2 4.096 0.821 -1.655  0.054
C3 2.928 0.987 -2.398  0.064
C4 1.733 0.542 -1.889  -0.164
N1 1.652 -0.049 -0.651  -0.037
C5 2.793 -0.218 0.048  -0.048
C6 0.459 0.558 -2.626  -0.147
C7 0.219 0.965 -3.920  0.074
C8 -1.046 0.741 -4.461  0.067
C9 -2.023 0.055 -3.743  0.072
C10 -1.727 -0.342 -2.456  -0.144
N2 -0.536 -0.013 -1.910  -0.033
C11 -2.536 -1.204 -1.568  -0.163
C12 -3.754 -1.740 -1.906  0.064
C13 -4.373 -2.626 -1.022  0.058
C14 -3.751 -2.940 0.177  0.030
C15 -2.547 -2.337 0.477  -0.049
N3 -1.935 -1.488 -0.372  -0.069
H1 4.907 0.026 0.179  0.142
H2 5.044 1.165 -2.047  0.148
H3 2.966 1.451 -3.374  0.140
H4 2.703 -0.702 1.009  0.120
H5 0.990 1.430 -4.518  0.142
H6 -1.257 1.067 -5.472  0.150
H7 -2.975 -0.172 -4.201  0.141
H8 -4.226 -1.493 -2.846  0.139
H9 -5.330 -3.063 -1.275  0.149
H10 -4.199 -3.624 0.884  0.143
H11 -2.056 -2.513 1.424  0.132
O1 0.638 -0.861 2.022  -0.112
C16 0.824 0.188 3.015  -0.196
C17 1.719 0.023 4.039  0.030
C18 1.890 1.094 4.919  0.007
C19 1.209 2.289 4.737  -0.001
C20 0.319 2.444 3.682  0.046
C21 0.110 1.375 2.824  -0.095
C22 -0.822 1.274 1.691  -0.440
O2 -0.549 1.710 0.457  -0.037
O3 -1.649 0.296 1.648  -0.016
H12 0.428 -1.692 2.477  0.159
H13 2.278 -0.896 4.168  0.143
H14 2.578 0.987 5.747  0.138
H15 1.367 3.107 5.426  0.137
H16 -0.227 3.368 3.548  0.146

---

Record 7
Here is a structure of composition C22H16N9O2OsS2 from OMol25. Energies are from the ωB97M-V functional and the def2-TZVPD basis.

As for the energy above the lowest of the compared OMol25 structures with the same formula, charge and spin: 53.7 kJ/mol. As for the multiplicity: 5. As for the charge: +1.

Each line ends with the Löwdin charge.
Cartesian coordinates (Å):
Os1 -0.124 -0.366 -0.258  1.314
C1 2.748 -1.492 1.118  -0.024
O1 1.637 -0.575 1.148  -0.300
C2 1.507 0.280 2.233  -0.239
C3 2.378 0.278 3.304  -0.002
C4 2.176 1.173 4.346  -0.049
C5 1.111 2.060 4.311  -0.056
C6 0.240 2.050 3.233  0.000
C7 0.432 1.159 2.191  -0.191
N1 -0.449 1.071 1.057  -0.156
N2 -1.378 1.991 1.041  0.111
C8 -2.280 2.154 0.099  -0.099
C9 -2.451 1.310 -1.083  -0.270
O2 -1.739 0.277 -1.322  -0.196
C10 -3.452 1.631 -2.030  0.024
C11 -4.264 2.695 -1.836  0.050
C12 -4.169 3.552 -0.687  -0.162
C13 -5.043 4.633 -0.537  -0.007
C14 -4.943 5.463 0.557  -0.048
C15 -3.953 5.226 1.510  -0.041
C16 -3.079 4.164 1.371  -0.005
C17 -3.180 3.304 0.278  -0.092
H1 2.667 -2.200 1.940  0.108
H2 3.680 -0.935 1.172  0.112
H3 2.680 -2.008 0.167  0.071
H4 3.213 -0.406 3.338  0.116
H5 2.860 1.171 5.185  0.118
H6 0.957 2.762 5.119  0.115
H7 -0.600 2.728 3.190  0.102
H8 -3.532 0.998 -2.904  0.136
H9 -5.021 2.922 -2.579  0.135
H10 -5.796 4.812 -1.296  0.124
H11 -5.624 6.296 0.675  0.116
H12 -3.863 5.883 2.365  0.115
H13 -2.305 3.999 2.106  0.100
S1 1.363 0.863 -1.941  0.633
C18 0.894 -0.504 -2.889  -1.099
S2 0.540 -1.910 -1.895  0.618
C19 0.700 -0.521 -4.228  -0.351
C20 0.797 0.696 -4.982  -0.216
N3 0.841 1.685 -5.566  0.187
C21 0.297 -1.733 -4.885  -0.226
N4 -0.030 -2.725 -5.366  0.184
N5 -2.045 -2.621 4.358  0.159
N6 -1.706 -2.654 3.029  -0.269
N7 -2.219 -3.538 2.206  0.157
C22 -1.698 -3.148 1.050  -0.162
N8 -0.908 -2.080 1.208  -0.096
N9 -0.929 -1.768 2.500  0.100
H14 -2.311 -3.548 4.663  0.115
H15 -1.307 -2.188 4.895  0.112
H16 -1.882 -3.640 0.109  0.125

---

Record 8
Here is a structure of composition C22H17BaF5N4O5 from OMol25. Energies are from the ωB97M-V functional and the def2-TZVPD basis.

As for the energy above the lowest of the compared OMol25 structures with the same formula, charge and spin: 58.7 kJ/mol. As for the multiplicity: 1. As for the charge: -2.

Each line ends with the Löwdin charge.
Cartesian coordinates (Å):
Ba1 -0.144 -0.229 -0.398  1.892
C1 0.201 -3.194 0.723  -0.291
C2 1.414 -2.977 1.404  -0.224
C3 1.119 -2.331 2.620  -0.225
C4 -0.265 -2.127 2.690  -0.217
C5 -0.839 -2.670 1.531  -0.302
H1 0.081 -3.646 -0.255  0.073
H2 2.396 -3.262 1.050  0.073
H3 1.840 -2.060 3.382  0.068
H4 -0.809 -1.643 3.489  0.072
H5 -1.890 -2.637 1.269  0.071
O1 2.882 1.947 -5.895  0.073
C6 2.357 1.540 -4.876  -0.288
C7 1.918 0.128 -4.598  -0.316
O2 2.185 -0.851 -5.281  0.051
C8 1.176 0.168 -3.335  -0.372
C9 1.197 1.487 -2.801  -0.390
O3 0.674 1.834 -1.692  -0.272
C10 1.966 2.368 -3.681  -0.322
O4 2.294 3.530 -3.476  0.045
O5 0.619 -0.825 -2.766  -0.263
C11 3.354 1.526 -0.404  -0.163
N1 4.528 2.178 0.179  -0.083
C12 5.372 1.167 0.803  -0.191
N2 4.662 0.419 1.839  -0.090
C13 3.489 -0.212 1.229  -0.177
N3 2.578 0.770 0.610  -0.143
C14 2.167 1.725 1.652  -0.187
N4 3.312 2.398 2.274  -0.089
C15 4.059 3.091 1.218  -0.177
C16 4.185 1.369 2.843  -0.185
H6 3.667 0.835 -1.189  0.138
H7 2.708 2.285 -0.843  0.108
H8 6.245 1.654 1.249  0.117
H9 5.714 0.469 0.035  0.124
H10 2.940 -0.762 1.989  0.085
H11 3.811 -0.918 0.461  0.130
H12 1.611 1.185 2.425  0.127
H13 1.518 2.476 1.195  0.130
H14 4.921 3.591 1.671  0.117
H15 3.414 3.842 0.758  0.130
H16 3.633 0.822 3.611  0.123
H17 5.047 1.860 3.306  0.116
F1 -3.618 1.007 -2.008  0.027
C17 -3.880 1.241 -0.690  -0.292
C18 -2.967 0.877 0.270  -0.072
C19 -3.353 1.158 1.557  -0.293
F2 -2.518 0.860 2.599  0.015
C20 -4.554 1.756 1.906  -0.169
F3 -4.890 2.021 3.189  0.069
C21 -5.435 2.098 0.897  -0.161
F4 -6.615 2.681 1.196  0.074
C22 -5.102 1.842 -0.421  -0.167
F5 -5.974 2.184 -1.395  0.072